Density functional theory data (ωB97M-V with the def2-TZVPD basis set) for C20H31MnN2O3PSe as an isolated structure in a non-equilibrium geometry.

```
59
Properties=species:S:1:pos:R:3:forces:R:3:nbo_charge:R:1
Mn 0.8217 -0.2861 -0.1467 1.8 0.4 2.5 0.2208
C 0.2224 1.3577 -0.4224 -3.3 9.0 -2.7 0.5050
O -0.0116 2.4319 -0.8490 1.2 -5.2 2.3 -0.2986
C 1.6509 -0.8769 -1.5976 5.7 -4.4 -7.9 0.4751
O 2.3611 -1.2988 -2.4337 -3.5 2.2 4.2 -0.2677
C -0.2475 -1.4876 0.6030 -5.2 -7.5 3.0 0.5533
O -0.7527 -2.4745 1.0082 2.7 5.3 -1.8 -0.3027
C -1.3448 0.4711 -3.4400 1.7 1.0 0.4 -0.5307
P -1.4520 -0.5602 -1.8817 -2.8 -0.4 -2.4 1.3180
H -3.8237 -0.5815 -2.0749 0.6 -0.2 -0.1 0.2957
H -1.4177 1.4935 -3.0360 0.0 -0.2 -0.2 0.2472
C -1.8075 -2.2676 -2.5636 0.9 -1.1 0.8 -0.5315
H -2.3416 -2.0469 -3.4979 0.2 0.5 0.2 0.2957
C -2.4707 0.2583 -4.4579 -0.5 -0.5 0.0 -0.6217
H -3.4752 0.2470 -4.0237 0.2 0.0 -0.1 0.2332
H -2.3244 -0.6667 -5.0295 0.0 0.2 0.1 0.2389
H -2.4365 1.0870 -5.1793 0.1 -0.1 0.3 0.2876
C 0.0143 0.3370 -4.1218 0.1 0.0 -0.3 -0.6166
H 0.1611 -0.6668 -4.5415 0.0 0.3 0.0 0.2305
C -3.4903 -0.5638 0.0576 -0.2 -0.1 0.3 -0.6375
H 0.8415 0.5510 -3.4372 -0.1 0.2 -0.2 0.1773
H 0.0612 1.0590 -4.9491 0.1 -0.2 0.2 0.2793
C -3.4420 1.4460 -1.4478 0.1 0.1 -0.1 -0.6278
H -3.2136 0.1882 0.8068 -0.1 0.0 -0.2 0.2197
H -4.5739 -0.7293 0.1403 0.3 0.0 0.1 0.2804
H -2.9796 -1.4926 0.3284 -0.3 0.1 -0.1 0.2066
C -3.1721 -0.0607 -1.3532 0.2 0.8 1.5 -0.5381
H -4.4207 1.6635 -1.0000 0.2 -0.1 -0.1 0.2782
H -3.4633 1.8156 -2.4777 -0.1 -0.1 0.3 0.2381
H -2.6864 2.0188 -0.8947 -0.3 0.0 0.0 0.2012
C -2.7034 -3.1532 -1.6967 -0.1 0.1 0.3 -0.6238
H -2.2507 -3.3224 -0.7125 -0.2 -0.1 -0.2 0.2084
H -2.7864 -4.1347 -2.1833 0.0 0.3 0.1 0.2786
H -3.7156 -2.7579 -1.5611 0.2 -0.1 0.0 0.2368
C -0.5151 -3.0196 -2.8696 0.1 -0.1 -0.2 -0.6278
H 0.1619 -2.4725 -3.5332 -0.1 -0.2 0.1 0.2195
H -0.7808 -3.9722 -3.3490 0.2 0.2 0.1 0.2836
H 0.0184 -3.2564 -1.9379 -0.1 -0.1 -0.2 0.1944
H -2.7500 1.6135 2.8174 0.1 0.1 0.1 0.0094
H -2.2349 2.1189 3.0092 -0.1 -0.1 -0.1 -0.0088
C 2.4419 -0.9123 4.3755 -0.1 -0.7 0.2 -0.4336
N 2.5364 0.4678 3.9369 0.3 0.8 -0.4 -0.2494
C 2.5531 0.8616 2.6367 -0.3 1.8 2.2 0.2276
Se 2.7336 -0.3140 1.1872 -0.2 -0.2 -0.9 0.3881
N 2.6853 2.2217 2.6493 0.0 -0.6 0.0 -0.4555
C 2.8773 2.6835 3.9573 -0.3 -2.0 -0.9 0.1520
C 3.4746 3.8584 4.3953 -0.2 0.9 -0.5 0.0403
C 3.9445 3.8766 5.7197 0.2 -0.6 1.6 -0.0984
C 3.8212 2.7518 6.5545 0.5 1.4 0.1 -0.1422
C 3.2287 1.5704 6.0936 -0.1 -0.4 0.9 0.0621
C 2.7679 1.5690 4.7803 -0.1 -0.4 -2.7 0.1039
H 1.4373 -1.3118 4.1964 0.2 0.2 0.1 0.2595
H 2.6515 -0.9232 5.4425 0.0 -0.3 -0.1 0.2592
H 3.1715 -1.5278 3.8388 0.0 0.1 0.2 0.2620
H 2.7047 2.7926 1.8054 0.2 0.0 0.2 0.4737
H 3.5703 4.7029 3.7106 0.2 0.0 0.3 0.2839
H 4.4236 4.7723 6.1134 -0.1 -0.1 -0.1 0.3039
H 4.2083 2.8020 7.5767 -0.2 0.0 -0.3 0.3070
H 3.1458 0.6652 6.6910 0.2 0.3 0.2 0.2766
```
Forces are in eV/Å.

Results
- Total charge: +4
- E_LUMO (spin up / spin down): -16.044 / -16.271 eV
- Strongest force on any atom: 10.70 eV Å⁻¹
- Spin multiplicity: 4
- Orbital gap (spin up / spin down): 5.45 / 5.27 eV
- ⟨S²⟩: 4.19